(1)
{"formula": "C12H25N3O2PS", "method": "ωB97M-V/def2-TZVPD", "elements": ["C", "C", "C", "C", "C", "C", "N", "N", "C", "P", "O", "O", "S", "N", "C", "C", "C", "C", "C", "H", "H", "H", "H", "H", "H", "H", "H", "H", "H", "H", "H", "H", "H", "H", "H", "H", "H", "H", "H", "H", "H", "H", "H", "H"], "xyz": [[-3.307, -2.760, -2.497], [-1.865, -2.020, -2.201], [-1.037, -2.727, -0.932], [-1.580, -2.133, 0.496], [-0.592, -2.510, 1.791], [0.870, -1.810, 1.428], [1.979, -2.693, 0.879], [3.008, -1.766, 0.669], [2.619, -0.334, 1.055], [3.747, 1.196, 0.869], [3.228, 2.002, -0.626], [3.761, 2.256, 2.252], [5.573, 0.486, 0.563], [1.203, -0.344, 1.587], [0.304, 0.741, 2.136], [0.187, 2.085, 1.203], [-0.781, 1.870, -0.144], [-1.106, 3.416, -0.676], [0.184, 3.819, -1.647], [-3.830, -2.134, -3.357], [-3.040, -3.869, -2.838], [-3.907, -2.733, -1.480], [-1.138, -2.149, -3.135], [-1.943, -0.862, -2.018], [-1.170, -3.899, -0.908], [0.097, -2.527, -1.156], [-1.587, -0.940, 0.472], [-2.712, -2.449, 0.702], [-1.045, -2.065, 2.801], [-0.549, -3.677, 1.872], [1.995, -3.721, 0.686], [2.894, 1.279, -1.268], [2.776, 2.346, 2.501], [-0.793, 0.271, 2.175], [0.604, 0.955, 3.253], [-0.399, 2.893, 1.857], [1.208, 2.585, 0.922], [-0.266, 1.223, -0.976], [-1.784, 1.410, 0.249], [-1.100, 4.211, 0.197], [-2.121, 3.473, -1.266], [1.079, 4.024, -0.914], [-0.109, 4.730, -2.322], [0.446, 2.849, -2.251]], "homo_lumo_gap_ev": 7.5, "e_lumo_ev": -4.32, "charge": 1, "smiles": "CCCCCc1[nH]nc(P(O)(O)=S)[n+]1CCCCC"}

***

(2)
{"formula": "C12H25N5O3", "method": "ωB97M-V/def2-TZVPD", "elements": ["C", "C", "C", "C", "C", "C", "C", "C", "C", "C", "C", "C", "H", "H", "H", "H", "H", "H", "H", "H", "H", "H", "H", "H", "H", "H", "H", "H", "H", "H", "H", "H", "H", "H", "H", "H", "H", "N", "N", "N", "N", "N", "O", "O", "O"], "xyz": [[-0.313, -2.773, -1.101], [-0.068, -1.658, 0.016], [0.897, -2.808, -2.196], [2.022, -3.679, -1.774], [0.349, -3.245, -3.657], [1.499, -3.333, -4.607], [-0.920, -0.083, 1.850], [-1.520, -0.551, 3.180], [-1.168, 1.244, 1.643], [-0.478, 2.371, 2.373], [-0.938, 3.670, 1.562], [0.587, 5.420, 2.026], [-1.669, -3.184, -2.542], [-1.054, -1.526, -2.549], [-0.604, -3.705, -0.788], [1.507, -1.903, -2.293], [1.850, -4.031, -0.416], [1.873, -4.977, -2.451], [3.229, -3.167, -2.032], [0.039, -4.286, -3.612], [-0.328, -2.503, -4.003], [1.224, -3.198, -5.866], [1.992, -4.339, -4.349], [2.354, -2.474, -4.335], [-1.980, -0.850, 0.036], [0.305, -0.313, 1.935], [-2.276, 1.375, 1.763], [-0.838, 1.261, 0.588], [-0.920, 2.434, 3.373], [0.674, 2.242, 2.673], [-1.937, 3.623, 1.485], [-0.437, 3.609, 0.435], [-1.475, 5.812, 1.976], [1.140, 4.143, 0.821], [1.655, 7.074, 2.529], [0.136, 6.966, 3.368], [-1.096, -2.182, 2.096], [-1.540, -2.377, -1.885], [-1.098, -0.933, 0.585], [-0.782, 4.879, 2.291], [1.564, 4.880, 1.265], [0.730, 6.659, 2.539], [1.132, -1.760, 0.735], [-1.857, 0.101, 4.189], [-1.465, -1.923, 3.123]], "homo_lumo_gap_ev": 9.1, "e_lumo_ev": 0.10, "relative_energy_kcal_mol": 262.19}

***

(3)
{"formula": "C12H25N6PtSe2Si", "method": "ωB97M-V/def2-TZVPD", "elements": ["Pt", "N", "C", "C", "N", "C", "C", "N", "H", "H", "H", "H", "H", "H", "H", "H", "H", "H", "H", "H", "H", "Se", "N", "C", "C", "C", "C", "N", "C", "N", "H", "H", "H", "C", "Si", "C", "C", "Se", "H", "H", "H", "H", "H", "H", "H", "H", "H"], "xyz": [[-0.760, 0.139, 0.370], [-2.543, 1.704, 0.516], [-3.046, 1.670, 1.892], [-1.892, 1.355, 2.836], [-1.214, 0.088, 2.491], [-1.896, -1.139, 2.966], [-2.755, -1.825, 1.903], [-1.958, -2.024, 0.698], [-2.185, 2.618, 0.271], [-3.242, 1.436, -0.160], [-3.817, 0.904, 1.962], [-3.494, 2.619, 2.195], [-2.257, 1.323, 3.867], [-1.151, 2.151, 2.755], [-0.293, 0.116, 2.925], [-2.518, -0.911, 3.836], [-1.126, -1.846, 3.278], [-3.616, -1.210, 1.642], [-3.127, -2.761, 2.330], [-2.551, -2.222, -0.095], [-1.307, -2.790, 0.813], [-3.850, -0.717, -3.289], [-2.586, -0.572, -4.492], [-1.476, -0.226, -3.869], [-0.223, -0.026, -4.484], [0.829, 0.284, -3.675], [0.658, 0.433, -2.289], [-0.490, 0.273, -1.657], [-1.580, -0.078, -2.425], [-2.783, -0.296, -1.920], [-0.121, -0.119, -5.556], [1.807, 0.454, -4.102], [1.488, 0.729, -1.663], [3.842, 1.475, -1.142], [3.639, 0.046, 0.069], [4.668, 0.254, 1.627], [3.751, -1.667, -0.699], [1.537, 0.204, 1.130], [4.903, 1.685, -1.299], [3.378, 2.379, -0.747], [3.408, 1.265, -2.122], [5.743, 0.237, 1.431], [4.441, -0.544, 2.334], [4.428, 1.204, 2.106], [4.787, -1.909, -0.952], [3.157, -1.748, -1.611], [3.395, -2.416, 0.006]], "homo_lumo_gap_ev": 5.1, "e_lumo_ev": -4.51, "charge": 1}

***

(4)
{"formula": "C12H26BeN2O8", "method": "ωB97M-V/def2-TZVPD", "elements": ["Be", "O", "C", "C", "O", "H", "H", "H", "H", "O", "C", "C", "O", "H", "H", "H", "H", "O", "C", "C", "O", "H", "H", "H", "H", "C", "O", "N", "C", "C", "H", "H", "H", "H", "H", "H", "H", "C", "O", "N", "C", "C", "H", "H", "H", "H", "H", "H", "H"], "xyz": [[22.214, -10.478, 23.364], [21.251, -8.758, 24.878], [20.761, -9.270, 26.055], [19.267, -8.993, 26.618], [18.166, -9.422, 26.062], [21.438, -9.326, 26.940], [20.636, -10.341, 25.786], [19.245, -7.911, 26.944], [19.392, -9.505, 27.620], [23.080, -12.597, 24.223], [21.935, -13.276, 24.531], [20.693, -12.982, 23.691], [20.182, -11.722, 23.559], [21.636, -13.013, 25.576], [22.095, -14.379, 24.546], [19.925, -13.731, 24.016], [20.943, -13.234, 22.620], [21.103, -8.888, 21.701], [20.087, -8.959, 20.831], [18.782, -9.755, 21.231], [18.261, -9.430, 22.403], [20.345, -9.383, 19.816], [19.751, -7.914, 20.643], [18.893, -10.859, 21.152], [17.985, -9.439, 20.496], [21.926, -11.718, 20.428], [22.790, -11.650, 21.275], [22.192, -11.617, 19.096], [21.091, -11.674, 18.166], [23.473, -11.669, 18.455], [20.859, -11.820, 20.665], [20.152, -11.972, 18.626], [21.346, -12.386, 17.368], [20.915, -10.740, 17.621], [24.324, -11.551, 19.114], [23.604, -12.585, 17.861], [23.519, -10.887, 17.687], [25.278, -9.967, 21.916], [24.632, -9.481, 22.819], [26.112, -9.265, 21.108], [26.949, -9.908, 20.124], [26.584, -7.959, 21.494], [25.086, -10.996, 21.581], [27.029, -9.387, 19.170], [26.581, -10.906, 19.869], [27.953, -10.065, 20.537], [25.901, -7.525, 22.220], [27.594, -7.968, 21.931], [26.689, -7.337, 20.600]], "homo_lumo_gap_ev": 1.5, "e_lumo_ev": 7.72, "charge": -4}

***

(5)
{"formula": "C12H26CuN6O6", "method": "ωB97M-V/def2-TZVPD", "elements": ["O", "H", "Cu", "N", "N", "N", "N", "O", "O", "O", "O", "C", "C", "C", "C", "C", "H", "H", "H", "C", "H", "H", "H", "C", "C", "H", "H", "H", "H", "H", "H", "H", "H", "C", "H", "H", "H", "O", "H", "H", "C", "N", "C", "C", "N", "H", "H", "H", "H", "H", "H"], "xyz": [[-0.449, 3.576, -0.304], [-0.382, 4.539, -0.452], [-0.311, 0.328, 0.297], [-0.821, -1.005, -1.063], [-2.002, 1.050, -0.217], [1.300, -0.617, 0.853], [0.334, 1.461, 1.737], [-0.126, -2.054, -1.359], [1.635, -1.865, 0.459], [-0.496, 2.380, 2.315], [-2.569, 1.980, 0.444], [-2.687, 0.360, -1.166], [-2.051, -0.842, -1.585], [1.971, -0.164, 1.914], [1.419, 1.071, 2.416], [-2.615, -1.866, -2.492], [-2.711, -2.838, -2.000], [-1.971, -1.981, -3.368], [-3.606, -1.577, -2.831], [-4.020, 0.829, -1.636], [-3.994, 1.902, -1.875], [-4.773, 0.689, -0.843], [-4.326, 0.267, -2.530], [3.068, -0.924, 2.595], [1.962, 1.790, 3.605], [3.544, -1.635, 1.905], [2.686, -1.497, 3.463], [3.824, -0.211, 2.963], [1.298, 2.638, 3.812], [2.987, 2.144, 3.413], [2.003, 1.116, 4.474], [0.982, -2.028, -0.353], [-1.235, 2.512, 1.663], [0.361, 2.898, -1.263], [-0.249, 2.258, -1.912], [1.117, 2.291, -0.749], [0.851, 3.621, -1.922], [2.761, 0.438, -3.439], [2.989, 0.915, -2.612], [1.780, 0.424, -3.410], [-2.568, -4.455, 1.691], [-1.407, -3.621, 1.982], [-0.337, -4.213, 2.781], [-1.450, -2.315, 1.906], [-1.397, -1.146, 1.795], [-2.277, -5.491, 1.872], [-2.854, -4.355, 0.640], [-3.420, -4.203, 2.335], [-0.281, -5.277, 2.524], [0.624, -3.732, 2.539], [-0.547, -4.109, 3.861]], "homo_lumo_gap_ev": [5.8, 5.8], "e_lumo_ev": [-0.47, -0.42], "relative_energy_kcal_mol": 7.13, "s_squared": 0.7544, "spin_multiplicity": 2}

***

- Which formula does entry 2 have?
  C12H25N5O3